{
  "formula": "C5H11N4O",
  "method": "the ωB97M-V functional and the def2-TZVPD basis",
  "max_force_ev_per_a": 3.6,
  "total_charge": 1,
  "homo_lumo_gap_ha": 0.352,
  "smiles": "CN[N@@+]1(C)C[C@@H](C=O)N=N1",
  "de_lowest_ev": 6.079,
  "lumo_energy_ev": -4.67,
  "symbols": ["C", "N", "N", "C", "C", "C", "C", "O", "N", "N", "H", "H", "H", "H", "H", "H", "H", "H", "H", "H", "H"],
  "xyz": [[1.534, 1.801, -0.776], [0.673, 1.048, 0.140], [0.479, -0.494, 0.111], [1.796, -1.218, 0.311], [-0.679, -0.899, 1.038], [-1.883, -0.784, 0.163], [-2.556, 0.570, -0.146], [-2.264, 1.615, 0.339], [-1.246, -1.043, -1.158], [-0.034, -0.896, -1.149], [1.511, 2.837, -0.405], [2.482, 1.436, -0.815], [1.228, 2.063, -1.835], [-0.222, 1.452, 0.267], [2.523, -0.928, -0.392], [2.178, -1.157, 1.353], [1.655, -2.285, 0.057], [-0.667, -0.244, 1.931], [-0.503, -1.882, 1.575], [-2.784, -1.516, 0.385], [-3.221, 0.523, -0.996]]
}

{
  "formula": "C17H20N3O4RuS",
  "method": "the ωB97M-V functional and the def2-TZVPD basis",
  "max_force_ev_per_a": 2.2,
  "total_charge": 1,
  "homo_lumo_gap_ha": [0.234, 0.235],
  "de_lowest_ev": 0.822,
  "lumo_energy_ev": [-5.66, -5.63],
  "symbols": ["Ru", "C", "C", "C", "C", "C", "H", "H", "H", "H", "H", "C", "C", "N", "C", "C", "C", "S", "N", "C", "O", "C", "C", "C", "C", "C", "C", "H", "H", "H", "H", "H", "H", "H", "H", "H", "H", "H", "H", "H", "H", "H", "O", "N", "O", "O"],
  "xyz": [[-1.578, 1.754, -0.098], [-1.403, 3.865, -0.970], [-2.102, 4.012, 0.232], [-3.250, 3.144, 0.182], [-3.330, 2.567, -1.105], [-2.152, 2.970, -1.804], [-0.457, 4.314, -1.228], [-1.775, 4.565, 1.100], [-3.935, 2.975, 0.996], [-4.088, 1.886, -1.455], [-1.875, 2.681, -2.805], [2.644, -2.465, -1.508], [1.206, -2.954, -1.478], [0.239, -1.937, -1.940], [-0.287, -2.067, -3.305], [0.569, -1.357, -4.343], [-0.099, -0.938, -1.142], [-1.191, 0.252, -1.804], [0.418, -0.970, 0.095], [0.544, 0.052, 0.893], [0.162, 1.274, 0.646], [1.184, -0.154, 2.203], [1.202, 0.881, 3.139], [1.787, 0.680, 4.376], [2.357, -0.548, 4.684], [2.341, -1.581, 3.755], [1.755, -1.388, 2.518], [3.306, -3.263, -1.171], [2.777, -1.613, -0.842], [2.949, -2.176, -2.513], [0.919, -3.255, -0.473], [1.073, -3.812, -2.135], [-1.314, -1.704, -3.316], [-0.338, -3.134, -3.517], [0.685, -0.301, -4.103], [0.096, -1.435, -5.321], [1.558, -1.808, -4.412], [0.752, 1.833, 2.897], [1.797, 1.480, 5.104], [2.814, -0.701, 5.653], [2.785, -2.536, 3.999], [1.733, -2.185, 1.788], [-2.610, 0.323, 0.943], [-2.625, 0.777, 2.193], [-3.157, 0.115, 3.021], [-2.087, 1.879, 2.370]]
}

{
  "formula": "C2H2N2O2S",
  "method": "the ωB97M-V functional and the def2-TZVPD basis",
  "max_force_ev_per_a": 4.1,
  "total_charge": 0,
  "homo_lumo_gap_ha": 0.394,
  "smiles": "N#CCN=S(=O)=O",
  "de_lowest_ev": 2.681,
  "lumo_energy_ev": -0.92,
  "symbols": ["N", "C", "C", "N", "S", "O", "O", "H", "H"],
  "xyz": [[1.387, 2.336, 0.767], [0.817, 1.419, 0.391], [0.147, 0.252, -0.195], [-1.129, 0.795, -0.708], [-2.403, 0.459, 0.144], [-3.613, 1.088, -0.136], [-2.315, -0.383, 1.309], [0.615, -0.022, -1.119], [-0.163, -0.515, 0.669]]
}